Molecular formula: C4H12N2O
Method: DFT, ωB97M-V/def2-TZVPD

Output
Energy above the lowest of the compared OMol25 structures with the same formula, charge and spin: 58.8 kJ/mol
Lowest unoccupied orbital energy (alpha / beta): -0.1035 / -0.2700 Eh
Strongest force on any atom: 0.0237 Eh/bohr

ORCA input file:
```
! RIJCOSX wB97M-V def2-TZVPD def2/J DEFGRID3
* xyz 1 2
C 0.4522 0.2377 0.3361
N -0.8561 0.4357 0.7838
C -1.7593 1.3291 0.0688
O -1.1557 2.5903 0.0123
C 0.6286 -1.2191 -0.3829
C 1.7119 -1.0482 -1.4421
N 0.8620 -2.1998 0.6118
H 0.6898 0.9997 -0.4075
H 1.1399 0.3154 1.1709
H -1.1694 -0.1050 1.5853
H -1.9083 0.9403 -0.9365
H -2.7030 1.3734 0.6055
H -1.6966 3.2268 0.4895
H -0.3561 -1.4071 -0.8214
H 2.4999 -0.3751 -1.1328
H 2.1646 -1.9850 -1.7311
H 1.2673 -0.5975 -2.3362
H 0.2211 -2.9824 0.5655
H 1.7993 -2.5832 0.6022
*
```


Molecular formula: C4H7NO2
Method: DFT, ωB97M-V/def2-TZVPD

Output
Energy above the lowest of the compared OMol25 structures with the same formula, charge and spin: 110.6 kJ/mol
Lowest unoccupied orbital energy: 0.0346 Eh
Strongest force on any atom: 0.0075 Eh/bohr

ORCA input file:
```
! RIJCOSX wB97M-V def2-TZVPD def2/J DEFGRID3
* xyz 0 1
H 2.5328 1.6780 0.1216
N 2.5308 0.7378 -0.2752
C 1.4330 0.1705 -0.0337
C 1.0100 -1.2096 -0.4654
O -0.4018 -1.1180 -0.4637
C -0.7505 -0.1560 0.5008
C -1.9239 0.6619 0.0210
O 0.3875 0.7013 0.6542
H 1.3607 -1.4584 -1.4672
H 1.3735 -1.9630 0.2503
H -0.9360 -0.6395 1.4720
H -2.3185 1.2861 0.8276
H -2.7117 0.0007 -0.3482
H -1.5859 1.3080 -0.7943
*
```


Molecular formula: C5H31NO10
Method: DFT, ωB97M-V/def2-TZVPD

Output
Energy above the lowest of the compared OMol25 structures with the same formula, charge and spin: 116.8 kJ/mol
Lowest unoccupied orbital energy: 0.0039 Eh
Strongest force on any atom: 0.0425 Eh/bohr

ORCA input file:
```
! RIJCOSX wB97M-V def2-TZVPD def2/J DEFGRID3
* xyz 0 1
C -1.7847 3.5560 -0.6630
C -0.8723 2.6514 -1.4691
C -1.0790 1.1575 -1.0445
C -0.0361 0.5585 -0.0800
N 0.8968 -0.2695 -0.7952
C -0.8168 -0.2024 1.0324
O 0.0145 -0.0721 2.2160
H -2.8231 3.2699 -0.8799
H -1.7420 4.5664 -1.0798
H -1.4952 3.5440 0.3829
H 0.1601 2.9223 -1.1941
H -0.8353 2.8471 -2.5424
H -1.2084 0.5297 -1.9230
H -2.0733 1.2128 -0.5962
H 0.5254 1.3651 0.3967
H 1.6535 -0.6272 -0.2297
H 0.4595 -1.0066 -1.3327
H -0.8262 -1.2508 0.7350
H -1.7832 0.2387 1.2537
H 0.1953 -0.9445 2.5814
O 1.3711 2.3948 2.7121
H 0.9878 1.9380 3.4678
H 0.6139 2.8201 2.2960
O 2.3127 2.6711 -1.0188
H 3.1007 3.0901 -0.6625
H 2.1900 1.9006 -0.4577
O -3.4820 -2.4774 0.7476
H -2.5929 -2.4826 1.1196
H -4.0691 -2.1806 1.4484
O 0.8153 0.9446 -3.6043
H 1.1558 1.3221 -4.4088
H 1.1980 1.4440 -2.8701
O 2.4863 -3.1742 1.4227
H 2.6980 -3.1030 0.4881
H 2.7346 -2.3102 1.8199
O -0.1322 -1.8416 -3.2463
H -1.0385 -1.6905 -2.9747
H 0.3878 -1.0416 -3.4049
O -0.2923 -3.1754 2.5984
H -0.1143 -2.6852 3.4061
H 0.5279 -3.6339 2.3671
O 3.2237 -0.6449 2.3736
H 3.7363 -0.3991 1.5950
H 2.4854 -0.0242 2.3704
O -3.2303 -1.0377 -1.7464
H -3.4829 -1.9052 -2.0888
H -3.5881 -1.1398 -0.8472
*
```


Molecular formula: C14H20N4O4S
Method: DFT, ωB97M-V/def2-TZVPD

Output
Energy above the lowest of the compared OMol25 structures with the same formula, charge and spin: 6.3 kJ/mol
Lowest unoccupied orbital energy: 0.0168 Eh
Strongest force on any atom: 0.0281 Eh/bohr

ORCA input file:
```
! RIJCOSX wB97M-V def2-TZVPD def2/J DEFGRID3
* xyz 0 1
C 2.2041 -1.5000 -4.8738
C 1.2642 -0.5142 -4.1899
C 0.8998 -0.9224 -2.7624
C 2.0745 -0.8085 -1.7926
C 1.7123 -1.3189 -0.3962
N 0.6314 -0.5658 0.1857
C 0.6800 0.6710 0.7133
S 2.1249 1.5999 0.9146
C 1.3605 3.0214 1.7436
C 0.3998 2.6080 2.8443
O -0.5956 3.2216 3.1158
O 0.8671 1.5693 3.5381
C 0.0428 1.0969 4.5941
N -0.4964 1.1152 1.1284
C -1.3595 0.1155 0.8536
C -0.6948 -0.9494 0.2582
C -1.3737 -2.1496 -0.1209
O -0.9192 -3.1495 -0.6377
N -2.7287 -2.0445 0.1965
C -3.4323 -1.0096 0.7903
O -4.6178 -1.0912 1.0077
N -2.6907 0.1044 1.1222
C -3.3430 1.2436 1.7353
H 1.7827 -2.5023 -4.8513
H 3.1755 -1.5228 -4.3867
H 2.3559 -1.2152 -5.9123
H 1.7216 0.4780 -4.1766
H 0.3439 -0.4459 -4.7739
H 0.5298 -1.9498 -2.7605
H 0.0874 -0.2788 -2.4144
H 2.4022 0.2315 -1.7242
H 2.9128 -1.4050 -2.1509
H 1.3822 -2.3582 -0.4530
H 2.5799 -1.2388 0.2664
H 2.1817 3.5980 2.1711
H 0.8245 3.6228 1.0105
H 0.6601 0.4274 5.1878
H -0.8154 0.5605 4.1835
H -0.3154 1.9331 5.1973
H -3.2964 -2.8522 -0.0357
H -3.9264 1.7872 0.9909
H -2.5787 1.8970 2.1497
H -4.0177 0.8904 2.5141
*
```


Molecular formula: C2H2N2O2
Method: DFT, ωB97M-V/def2-TZVPD

Output
Energy above the lowest of the compared OMol25 structures with the same formula, charge and spin: 176.4 kJ/mol
Lowest unoccupied orbital energy (alpha / beta): -0.0049 / -0.0728 Eh
Strongest force on any atom: 0.1278 Eh/bohr

ORCA input file:
```
! RIJCOSX wB97M-V def2-TZVPD def2/J DEFGRID3
* xyz 0 3
C 0.6801 -1.2757 1.2006
C -0.5324 0.6821 0.4611
N 0.1045 -0.2813 0.9894
N 0.3145 0.1142 -1.5942
O 0.4784 0.5516 -2.6796
O -0.4911 0.9848 -0.8514
H 0.3618 -2.3226 1.3621
H -0.9158 1.5468 1.1121
*
```


Molecular formula: C21H38MoN8SSe2
Method: DFT, ωB97M-V/def2-TZVPD

Output
Lowest unoccupied orbital energy (alpha / beta): -0.4807 / -0.4846 Eh
Strongest force on any atom: 0.0085 Eh/bohr

ORCA input file:
```
! RIJCOSX wB97M-V def2-TZVPD def2/J DEFGRID3
* xyz 4 3
Mo -0.3107 -0.8029 0.1734
N 1.4133 0.2733 1.0342
C 2.3596 -0.5179 1.8776
C 1.5398 -1.3015 2.8632
N 0.2717 -1.8483 2.2436
C 0.3863 -3.3378 2.0846
C -0.7582 -3.8390 1.2585
N -0.8541 -2.9758 0.0408
C -0.8348 -1.5978 3.2338
C -1.2943 -0.1820 3.1233
N -1.7607 -0.0260 1.7203
H 1.9309 0.7160 0.2758
H 1.0428 1.0392 1.5920
H 3.0479 0.1422 2.4063
H 2.9596 -1.1411 1.2316
H 1.2587 -0.6599 3.6958
H 2.1272 -2.1163 3.2864
H 0.3978 -3.8136 3.0681
H 1.3365 -3.5729 1.6141
H -1.7068 -3.8015 1.7864
H -0.5960 -4.8804 0.9810
H -1.7870 -3.0717 -0.3513
H -0.2378 -3.3484 -0.6808
H -0.4913 -1.8453 4.2391
H -1.6706 -2.2584 3.0114
H -0.4987 0.5378 3.3154
H -2.0932 0.0179 3.8370
H -1.9967 0.9487 1.5491
H -2.6404 -0.5355 1.6369
Se -1.3298 -2.6457 -3.1579
Se -0.1292 -0.6874 -3.4954
C 1.4169 -1.2489 -2.5294
C 2.5686 -1.4764 -3.2621
C 3.6443 -2.1314 -2.6798
C 3.4989 -2.5995 -1.3830
C 2.3396 -2.3051 -0.7035
N 1.3129 -1.5845 -1.2138
C -2.6932 -1.7743 -2.1022
C -3.9898 -1.9678 -2.5444
C -5.0234 -1.2164 -2.0048
C -4.7012 -0.2355 -1.0844
C -3.3920 -0.1224 -0.6681
N -2.3800 -0.9165 -1.0978
H 2.5952 -1.1852 -4.3043
H 4.5485 -2.3235 -3.2455
H 4.2708 -3.1872 -0.9033
H 2.2117 -2.6771 0.2968
H -4.1787 -2.6696 -3.3470
H -6.0428 -1.3552 -2.3452
H -5.4494 0.4418 -0.6937
H -3.1379 0.6715 0.0078
C 0.3239 5.1612 -1.8866
N 0.4092 3.6796 -1.7988
C 0.3630 2.9936 -3.1039
C 0.3437 3.0427 -0.6467
S -0.6288 1.5362 -0.7063
N 0.8592 3.5647 0.4658
C 1.9550 4.5651 0.4293
C 0.3915 3.2790 1.8207
H -0.4183 5.3924 -2.6484
H 1.2770 5.5944 -2.1828
H -0.0055 5.5803 -0.9419
H 0.8572 3.6359 -3.8289
H -0.6650 2.8288 -3.4227
H 0.9019 2.0532 -3.0543
H 2.4613 4.5303 -0.5291
H 2.6642 4.3045 1.2132
H 1.5851 5.5700 0.6219
H -0.4786 2.6269 1.7921
H 0.1008 4.2102 2.3064
H 1.2021 2.8460 2.4145
*
```


Molecular formula: C5H8IN2O3S
Method: DFT, ωB97M-V/def2-TZVPD

Output
Energy above the lowest of the compared OMol25 structures with the same formula, charge and spin: 0.0 kJ/mol
Lowest unoccupied orbital energy: -0.1699 Eh
Strongest force on any atom: 0.0804 Eh/bohr

ORCA input file:
```
! RIJCOSX wB97M-V def2-TZVPD def2/J DEFGRID3
* xyz 1 1
C 1.8145 2.3736 -0.4260
C 1.5715 1.2112 -0.2935
C 0.5927 -1.0158 -0.0288
C -1.3374 -0.1353 -1.3716
C 2.5499 -0.2104 1.1960
N 1.4807 0.0064 0.2331
N -0.2996 -1.1464 -0.9767
O -1.4357 1.1149 0.9090
O -2.2140 -1.1693 0.9573
O -3.5712 0.6401 -0.0041
S -2.1522 0.1000 0.2977
I -4.9341 -0.7437 -0.2162
H 2.0511 3.3809 -0.5727
H -0.8577 0.7992 -1.4810
H 0.7426 -1.9399 0.5729
H -1.7300 -0.6067 -2.2721
H 3.0203 -1.1488 1.0203
H 3.2818 0.5530 1.1483
H 2.2352 -0.0671 2.2125
H -0.8085 -1.9960 -0.9042
*
```


Molecular formula: C8H30AgB2O5PdS3
Method: DFT, ωB97M-V/def2-TZVPD

Output
Lowest unoccupied orbital energy (alpha / beta): 0.0681 / 0.0680 Eh
Strongest force on any atom: 0.0376 Eh/bohr

ORCA input file:
```
! RIJCOSX wB97M-V def2-TZVPD def2/J DEFGRID3
* xyz -1 3
Ag -4.5788 13.9212 -11.4654
Pd -7.0409 13.4923 -7.9359
O -6.0623 11.5744 -8.2416
C -6.1453 10.3896 -7.5602
C -5.8676 9.1381 -8.4507
O -6.4823 9.0893 -9.6765
H -7.1552 10.3124 -7.1114
H -5.4665 10.3664 -6.6865
H -6.2648 8.2243 -7.9789
H -4.7729 9.0630 -8.5092
B -5.6542 15.0302 -9.3387
H -6.6850 15.4887 -9.6350
H -5.7219 13.8776 -9.4699
H -4.7814 15.5404 -9.9384
H -5.5850 15.1997 -8.1941
B -5.8805 12.0655 -12.3093
H -5.1152 11.5682 -11.5820
H -5.2915 12.5798 -13.1914
H -6.6175 11.3031 -12.7716
H -6.5064 12.8190 -11.6743
C -5.9303 18.4852 -7.5125
S -4.7598 19.6910 -8.2337
O -4.1910 20.7298 -7.2738
C -3.4249 18.5274 -8.4792
H -5.2546 17.7669 -7.0413
H -6.4128 17.9545 -8.3319
H -6.5945 18.9016 -6.7619
H -2.6726 18.8679 -9.1908
H -3.8232 17.6700 -9.0370
H -2.9893 18.2418 -7.5248
C -11.3066 14.6925 -7.3571
S -9.9117 15.9030 -7.4781
O -8.6418 15.1528 -7.4019
C -10.0984 16.3175 -9.2188
H -10.9821 13.8330 -7.9459
H -12.1719 15.1913 -7.7896
H -11.4892 14.3589 -6.3397
H -9.3771 17.0958 -9.4787
H -11.0377 16.8051 -9.4893
H -9.8665 15.4433 -9.8269
C -7.0494 15.6800 -4.6748
S -5.9965 14.1771 -4.7194
O -5.7943 13.9392 -6.1931
C -4.4703 14.9721 -4.2252
H -6.9260 16.2787 -5.5764
H -6.9194 16.3149 -3.7962
H -8.0807 15.3284 -4.6962
H -4.3245 14.9940 -3.1421
H -4.4585 15.9698 -4.6626
H -3.5717 14.4640 -4.5762
*
```


Molecular formula: C9H6Co2NO6
Method: DFT, ωB97M-V/def2-TZVPD

Output
Energy above the lowest of the compared OMol25 structures with the same formula, charge and spin: 48.0 kJ/mol
Lowest unoccupied orbital energy: 0.0996 Eh
Strongest force on any atom: 0.0880 Eh/bohr

ORCA input file:
```
! RIJCOSX wB97M-V def2-TZVPD def2/J DEFGRID3
* xyz -1 1
N -4.1960 -0.9560 -0.2502
H -4.3137 -1.9611 -0.3169
H -4.4497 -0.5482 -1.1428
H -4.8281 -0.6001 0.4590
O 1.0311 -3.6871 -0.8140
C 1.4227 -2.6802 -0.3900
Co 1.9505 -1.1225 0.1849
C 1.7593 -1.1305 1.9224
O 1.6536 -1.1490 3.0755
C 3.6203 -0.8265 -0.1418
O 4.7349 -0.6085 -0.3786
C 1.0274 0.2178 -0.9339
C -0.3322 0.1765 -0.4922
C -1.4043 -0.6264 -0.5097
Co 0.5626 1.5905 0.0902
C 0.1200 1.8569 1.8219
O -0.0093 2.2332 2.9053
C -0.4203 2.7852 -0.7895
O -0.9778 3.6062 -1.3812
C 2.1688 2.3322 0.0703
O 3.2226 2.8072 0.0517
H 1.3671 0.2316 -1.9753
H -2.3686 -0.3296 -0.0811
H -1.3409 -1.6118 -0.9839
*
```


Molecular formula: C8H6N2O
Method: DFT, ωB97M-V/def2-TZVPD

Output
Energy above the lowest of the compared OMol25 structures with the same formula, charge and spin: 277.1 kJ/mol
Lowest unoccupied orbital energy: 0.0170 Eh
Strongest force on any atom: 0.1466 Eh/bohr

ORCA input file:
```
! RIJCOSX wB97M-V def2-TZVPD def2/J DEFGRID3
* xyz 0 1
C 2.3872 1.0125 -0.0168
C 2.9770 -0.2003 -0.0055
C 2.1920 -1.2958 -0.0713
C 0.2431 -0.0961 -0.0153
C 0.8813 1.0832 0.0230
C -1.2401 -0.0687 -0.0694
C -3.1926 0.5446 0.0133
C -3.1799 -0.8614 -0.0047
H 2.9211 2.0558 0.0224
H 4.1144 -0.1863 0.0197
H 2.7028 -2.3273 0.1063
H 0.3094 2.1427 -0.0887
H -4.2723 1.1515 0.1438
H -3.8970 -1.5024 0.0133
N 0.8926 -1.2934 0.0152
N -1.9871 1.0398 -0.0593
O -1.8519 -1.1984 -0.0261
*
```


Molecular formula: C3H10S2
Method: DFT, ωB97M-V/def2-TZVPD

Output
Energy above the lowest of the compared OMol25 structures with the same formula, charge and spin: 58.3 kJ/mol
Lowest unoccupied orbital energy: 0.0085 Eh
Strongest force on any atom: 0.0306 Eh/bohr

ORCA input file:
```
! RIJCOSX wB97M-V def2-TZVPD def2/J DEFGRID3
* xyz 0 1
C 1.0188 -0.1994 2.2808
C 0.5866 0.8953 1.3149
C 1.7356 1.3009 0.3973
H 1.6738 0.3245 2.9840
H 0.1983 -0.6558 2.8181
H 1.6433 -0.9122 1.7487
H -0.2332 0.5252 0.6903
H 0.1614 1.7931 1.7663
H 1.4189 2.0208 -0.3550
H 2.3076 0.4530 0.0419
H 2.4920 1.8600 0.9726
S -2.1499 -2.3850 -3.7336
S -3.5285 -1.0264 -4.5376
H -2.7137 -2.5743 -2.5349
H -4.6113 -1.4197 -3.8538
*
```


Molecular formula: C18H24FN6S5SeW
Method: DFT, ωB97M-V/def2-TZVPD

Output
Energy above the lowest of the compared OMol25 structures with the same formula, charge and spin: 65.4 kJ/mol
Lowest unoccupied orbital energy (alpha / beta): -0.1964 / -0.1964 Eh
Strongest force on any atom: 0.0133 Eh/bohr

ORCA input file:
```
! RIJCOSX wB97M-V def2-TZVPD def2/J DEFGRID3
* xyz 1 1
W -2.0336 0.4243 0.7649
C -0.0173 1.3176 -2.6616
C -0.0111 2.5893 -1.8235
N 1.0859 2.6499 -0.8603
C 2.2808 3.3996 -1.2763
C 3.2212 2.6062 -2.1745
C 1.0631 1.9312 0.2624
C 2.2787 1.9872 1.1542
N 0.0618 1.1719 0.6543
H -0.9113 1.2870 -3.2857
H -0.0154 0.4315 -2.0273
H 0.8505 1.2713 -3.3170
H -0.9441 2.6908 -1.2735
H 0.0816 3.4656 -2.4650
H 2.8045 3.7567 -0.3948
H 1.9240 4.2870 -1.7994
H 3.4447 1.6280 -1.7471
H 4.1598 3.1465 -2.2944
H 2.7967 2.4547 -3.1658
H 3.1771 1.6827 0.6191
H 2.1493 1.3314 2.0108
H 2.4330 3.0001 1.5261
H 0.3295 0.7614 1.5432
F -1.1578 -0.2853 2.3599
Se -3.1412 1.2239 -1.0070
C -3.7595 -0.2266 1.7580
N -4.7106 -0.5946 2.2979
S -2.0923 2.4165 2.4075
C -2.0424 3.9033 1.5973
N -2.7131 4.2696 0.5280
C -2.4598 5.6016 -0.0176
C -1.8033 6.4024 1.1096
S -1.0596 5.1729 2.2302
H -3.3055 3.6011 0.0541
H -3.4029 6.0524 -0.3200
H -1.8132 5.5237 -0.8941
H -2.5260 6.9922 1.6683
H -1.0208 7.0580 0.7381
S -0.2638 -5.6031 3.5619
C -0.5280 -4.6187 2.2910
S -1.2442 -3.0312 2.4177
C -1.0069 -2.8095 0.7168
N -0.4699 -3.8173 0.1074
N -0.2124 -4.8172 0.9609
C 0.4092 -5.9964 0.4249
C -0.1276 -7.2432 0.6958
C 0.4804 -8.3636 0.1522
C 1.6031 -8.2312 -0.6528
C 2.1225 -6.9727 -0.9216
C 1.5265 -5.8456 -0.3795
S -1.5438 -1.5194 -0.3300
H -1.0037 -7.3361 1.3209
H 0.0706 -9.3432 0.3569
H 2.0727 -9.1105 -1.0726
H 2.9961 -6.8670 -1.5504
H 1.9179 -4.8571 -0.5784
*
```